An isolated molecule of C6H8O3S in a non-equilibrium geometry, computed with wB97M-V/def2-TZVPD.

Results
HOMO level (eV): -8.846
Energy relative to the best compared isomer or geometry (same formula, charge and spin) (eV): 5.6560
Calculated total energy (eV): -23323.2403
Frontier orbital gap (eV): 8.81

Last column: Mulliken charge in e.
Element x y z (Å)
C1 2.950 0.619 0.469  -0.241
C2 1.753 1.417 0.277  -0.359
C3 2.870 -0.672 0.050  -0.608
C4 0.778 0.705 -0.288  0.432
C5 -2.335 -0.755 0.600  -1.318
C6 -2.429 0.133 -0.633  -0.057
O1 0.593 -1.978 -0.022  -0.561
O2 -0.309 1.307 -0.841  -0.254
O3 -1.232 0.318 -1.420  -0.254
S1 1.339 -0.975 -0.793  0.376
H1 3.758 1.081 1.057  0.337
H2 1.411 2.376 0.575  0.391
H3 3.594 -1.462 0.106  0.407
H4 -1.996 -1.704 0.467  0.392
H5 -1.754 -0.416 1.460  0.306
H6 -3.275 -0.942 0.919  0.470
H7 -2.638 1.191 -0.457  0.298
H8 -3.077 -0.244 -1.524  0.240